Record 1
18
Properties=species:S:1:pos:R:3:forces:R:3 method="wB97M-V/def2-TZVPD" charge=+1 total_energy_ev=-29966.6002 homo_energy_ev="-12.853 / -12.927" relative_energy_kcal_mol=208.5 gap_ev="6.190 / 6.269"
C 0.98858 -1.24154 0.47507 -2.371 0.409 0.091
C -1.48898 -2.05636 -0.13360 1.118 -2.243 -0.468
C 3.13959 -0.41962 -0.57382 -1.365 2.668 -1.852
C -3.86313 1.11685 0.40594 1.356 2.265 -1.275
C 1.91591 -0.17812 0.49215 2.563 1.694 -2.320
N -1.84760 -0.76108 0.10887 -1.490 -1.013 -0.385
N -1.25636 0.15231 0.53223 3.428 0.691 0.716
S 0.20522 -2.55083 -0.00096 -1.251 2.182 0.385
S -3.65575 -0.48332 -0.36316 0.566 -0.165 0.165
H -2.20933 -2.87424 -0.25039 0.271 0.566 0.073
H 3.99059 -0.78971 -0.13028 1.758 -0.806 1.454
H 3.47496 0.58092 -1.14745 -1.140 -2.100 1.571
H 2.87778 -1.12664 -1.33969 -0.397 -0.209 -0.398
H -3.96341 1.93778 -0.37857 0.215 -1.228 0.758
H -3.09121 1.54242 1.12883 -0.898 -1.332 -0.792
H -4.80314 0.99566 0.84548 -1.425 0.138 1.133
H 1.49313 0.76958 0.09736 -0.494 -0.734 0.127
H 2.44639 0.19091 1.35901 -0.445 -0.784 1.014

=====

Record 2
110
Properties=species:S:1:pos:R:3:forces:R:3 method="wB97M-V/def2-TZVPD" charge=-1 total_energy_ev=-92010.8863 homo_energy_ev=-3.123 gap_ev=5.128
N -3.98498 0.77449 -1.02049 -0.014 -0.177 0.340
C -3.21878 -0.04744 -0.04022 -0.394 0.408 -0.029
C -1.80707 -0.29923 -0.50141 0.685 0.012 0.097
P -0.65871 -0.77969 0.95082 -0.800 1.047 -0.351
P 1.16330 -0.77590 -0.44115 -0.204 -0.415 -1.676
O 1.84231 0.75040 -0.45666 0.280 -0.686 0.432
O 2.35837 -1.65865 0.31935 0.039 0.099 0.210
C -0.96651 -2.70767 0.75459 -0.020 0.175 -0.053
F -2.22662 -2.96314 0.24488 0.134 0.068 0.075
F -0.09132 -3.30745 -0.13684 -0.090 -0.134 0.243
C -0.88156 -3.51354 2.05239 -0.304 -0.721 -0.484
F -1.27047 -4.82220 1.79152 0.065 0.127 0.075
F -1.76875 -3.05328 2.97077 0.264 0.004 0.025
O -0.34802 0.91734 1.18883 -0.881 -0.100 1.124
C 0.09218 1.22832 2.50279 0.167 -0.723 -1.161
C 0.00618 -0.07749 3.30449 0.156 1.427 0.822
C 0.89358 0.00624 4.55702 -0.551 -0.153 -0.397
B 0.16711 0.54293 5.83749 0.407 -0.229 0.146
O -1.07325 1.10422 5.81741 0.050 0.231 -0.052
O 0.79724 0.45638 7.08751 -0.621 -0.162 -0.058
O 0.29890 -1.10366 2.42820 0.385 -0.555 -0.032
H -3.43706 1.61807 -1.16154 0.086 -0.029 -0.250
H -4.80552 1.10673 -0.52107 -0.144 -0.021 -0.126
H -3.19689 0.49317 0.91153 0.238 -0.107 0.163
H -3.76959 -0.97019 0.14636 0.022 -0.124 -0.117
H -1.73883 -0.97248 -1.34794 -0.152 -0.127 0.011
H -1.42213 0.65815 -0.85643 0.186 0.025 -0.077
H -1.81415 -0.78598 1.80611 0.148 -0.078 0.161
H 2.52285 0.76377 0.22967 -0.011 0.469 0.163
H 2.06371 -1.95423 1.18823 -0.062 0.274 0.249
H 0.12454 -3.58482 2.45264 -0.001 0.340 0.180
H -0.52035 1.98623 2.99434 0.046 0.304 -0.219
H 1.13055 1.55180 2.35510 0.132 0.225 0.603
H -1.02925 -0.09065 3.66943 -0.170 -0.634 -0.244
H 1.71652 0.70031 4.35981 0.331 -0.218 0.035
H 1.30353 -0.98546 4.76529 0.222 -0.001 0.021
H -1.30266 1.34763 6.71949 -0.090 0.146 0.136
H 1.15213 -0.43035 7.17186 0.536 0.074 0.084
C -2.43389 -0.63256 -4.82095 -0.017 0.066 0.024
O -2.19007 0.13460 -3.91340 0.082 0.085 -0.134
N -2.71682 -1.93881 -4.66319 -0.007 -0.160 -0.161
C -3.02575 -2.82203 -5.77383 -0.105 0.081 0.443
C -2.71252 -2.48479 -3.31457 -0.022 0.146 -0.013
H -2.45181 -0.31340 -5.88129 -0.011 -0.042 -0.006
H -4.02395 -3.25699 -5.65041 0.532 0.238 -0.115
H -2.29468 -3.63554 -5.81195 -0.037 -0.019 -0.110
H -2.98992 -2.27003 -6.71253 0.011 0.036 0.016
H -3.43867 -1.95831 -2.69234 0.047 -0.002 0.052
H -1.72962 -2.36028 -2.86074 -0.003 -0.069 0.038
H -2.95976 -3.54415 -3.35391 0.007 -0.008 -0.050
C -0.37232 5.00141 0.81654 0.140 -0.113 -0.040
O -1.07335 4.02495 0.95000 -0.330 0.082 0.184
N 0.53325 5.13608 -0.17432 0.109 0.145 -0.120
C 1.36107 6.30809 -0.31322 -0.046 -0.230 -0.089
C 0.67093 4.03783 -1.12823 -0.060 -0.079 0.207
H -0.40573 5.86824 1.50523 0.025 0.012 -0.039
H 1.18415 6.78687 -1.28076 0.064 0.074 0.022
H 2.41809 6.03459 -0.24740 0.025 0.090 -0.011
H 1.13398 7.02201 0.47762 -0.018 -0.008 0.022
H -0.27861 3.86547 -1.63615 0.020 -0.030 -0.030
H 0.94909 3.11778 -0.61210 -0.008 -0.038 -0.059
H 1.43608 4.29031 -1.85989 0.021 0.047 0.023
C 4.57936 4.05213 0.37064 -0.034 0.004 -0.007
O 3.88042 3.08055 0.56049 -0.087 -0.048 0.163
N 5.51840 4.12318 -0.59355 0.129 0.168 -0.076
C 6.34348 5.29366 -0.80116 -0.006 -0.211 -0.057
C 5.69355 2.96364 -1.45156 -0.152 0.001 0.029
H 4.50057 4.97360 0.97663 0.034 -0.002 -0.012
H 6.19033 5.68972 -1.80774 0.049 0.068 0.015
H 7.39830 5.03727 -0.68374 0.024 0.070 -0.034
H 6.08320 6.06394 -0.07699 -0.036 -0.012 0.022
H 4.75897 2.74156 -1.96865 0.007 -0.102 0.030
H 5.96153 2.09716 -0.84516 -0.023 -0.061 -0.074
H 6.47781 3.15903 -2.17733 0.052 0.096 0.061
C -3.31492 0.41290 8.27840 0.009 0.172 -0.103
O -3.01800 0.97908 9.31434 -0.007 -0.066 0.074
N -3.64609 -0.88548 8.17534 -0.070 -0.122 -0.109
C -3.98078 -1.49338 6.89967 0.029 -0.068 0.192
C -3.66239 -1.69537 9.37947 0.057 0.168 -0.008
H -3.33667 0.93431 7.30694 -0.065 -0.019 -0.008
H -4.99670 -1.89300 6.92939 0.001 -0.010 -0.069
H -3.28813 -2.30635 6.67611 -0.021 0.003 -0.088
H -3.91524 -0.75378 6.10500 0.043 0.017 0.003
H -4.37389 -1.28569 10.09769 0.015 -0.042 0.043
H -2.67576 -1.69566 9.84428 -0.019 -0.035 0.047
H -3.94577 -2.71403 9.12727 -0.004 -0.002 -0.046
C -6.51298 -4.78802 -5.96229 0.062 0.080 -0.069
O -5.35147 -4.54578 -6.23626 -0.436 -0.375 -0.164
N -6.91205 -5.39438 -4.83215 -0.130 -0.092 0.091
C -8.30676 -5.65795 -4.54744 0.195 -0.020 0.108
C -5.89973 -5.79358 -3.86429 0.046 0.101 -0.147
H -7.34705 -4.51598 -6.63088 -0.010 -0.015 0.006
H -8.60574 -5.15010 -3.62849 -0.078 -0.018 -0.011
H -8.46995 -6.73096 -4.42579 -0.081 0.009 0.004
H -8.92806 -5.29863 -5.36511 0.018 0.017 -0.026
H -5.33803 -4.92206 -3.52868 0.026 -0.029 0.047
H -5.20004 -6.49251 -4.32304 0.028 -0.002 0.044
H -6.37888 -6.26535 -3.01077 -0.046 0.007 -0.003
C 8.73116 1.65351 -2.77836 -0.070 -0.001 0.208
O 9.03448 2.80927 -2.54534 0.043 0.036 -0.098
N 9.05080 0.98897 -3.90235 0.014 -0.135 -0.083
C 8.65671 -0.38916 -4.12095 0.105 0.150 -0.113
C 9.81392 1.68251 -4.92532 -0.051 0.074 0.149
H 8.15181 1.04321 -2.06567 -0.005 -0.008 -0.019
H 9.54047 -1.01592 -4.25729 -0.041 -0.064 0.006
H 8.02990 -0.46474 -5.01122 -0.025 -0.075 0.020
H 8.09425 -0.75592 -3.26557 -0.013 0.026 0.019
H 10.76958 2.01497 -4.51877 0.015 0.027 -0.051
H 9.26798 2.56191 -5.26801 0.043 0.015 -0.039
H 9.98844 1.01369 -5.76411 -0.022 -0.039 0.008

=====

Record 3
75
Properties=species:S:1:pos:R:3:forces:R:3 method="wB97M-V/def2-TZVPD" charge=-1 total_energy_ev=-123313.7272 homo_energy_ev=-4.639 relative_energy_kcal_mol=36.4 gap_ev=6.950
K 0.03262 0.85438 0.02307 -0.482 0.103 1.643
O 5.33478 -1.57403 0.28608 0.052 0.083 0.051
C 4.07329 -1.46689 -0.19831 -0.470 -0.092 -0.163
C 3.10784 -2.42842 0.08047 -0.020 0.022 0.020
C 1.86127 -2.29120 -0.50228 0.528 -0.162 0.195
N 1.50709 -1.25777 -1.24619 -0.411 -0.142 0.060
C 2.41149 -0.31720 -1.48723 0.457 0.477 -0.244
C 3.71450 -0.39770 -1.01330 0.209 -0.162 0.092
C 1.94202 0.92290 -2.28028 0.345 -0.270 -0.063
O 2.72152 1.39010 -3.09818 0.532 0.133 -0.315
O 0.80140 1.30997 -1.94671 0.343 0.730 -2.172
C 0.87035 -3.40311 -0.37617 0.509 -0.626 0.487
O 1.14632 -4.40938 0.24224 -0.006 0.152 -0.016
O -0.24974 -3.26121 -1.01285 -0.769 0.306 -0.604
H 5.40094 -2.38741 0.80504 -0.023 0.179 -0.092
H 3.30025 -3.27981 0.72003 0.009 -0.081 -0.068
H 4.42888 0.36089 -1.29070 0.030 0.110 -0.022
C -1.43087 4.82822 3.44447 0.002 -0.015 -0.207
C -0.62319 4.56430 2.17472 -0.053 -0.007 0.102
C 0.79834 4.15090 2.44668 -0.160 -0.181 -0.156
C 1.79074 5.10946 2.57468 0.090 0.028 0.089
C 3.11877 4.74739 2.70871 0.055 0.129 0.053
C 3.46659 3.40696 2.67411 0.044 0.072 0.056
C 2.50257 2.42354 2.54773 -0.031 -0.051 -0.134
C 2.88532 0.97635 2.41021 -0.038 -0.019 0.231
C 2.61076 0.15707 3.67091 0.034 -0.026 -0.140
C 1.14607 2.79000 2.47717 0.552 0.697 0.335
N 0.21564 1.80921 2.25265 -0.386 -0.148 0.596
C -0.64403 1.37640 3.10809 0.553 0.582 0.271
C -1.56448 0.36123 2.81839 -0.679 -0.595 0.132
C -2.54425 -0.17539 3.68351 0.283 0.346 0.107
C -3.16888 -1.18347 2.97862 -0.286 -0.272 0.060
C -2.54109 -1.21244 1.72392 -0.168 -0.207 -0.158
N -1.58984 -0.29610 1.61097 -0.030 -0.050 0.138
H -2.42292 5.19416 3.18826 -0.146 0.036 0.047
H -0.93781 5.57399 4.06451 0.048 0.062 0.102
H -1.54169 3.91532 4.02204 -0.025 -0.077 0.131
H -0.61068 5.47672 1.57165 -0.008 -0.069 -0.045
H -1.11634 3.77648 1.59437 0.035 0.174 0.017
H 1.50940 6.15517 2.55198 0.014 0.081 -0.030
H 3.88407 5.50400 2.80546 0.057 0.068 -0.005
H 4.50956 3.12174 2.72543 0.073 -0.046 -0.005
H 3.94824 0.90744 2.15966 -0.091 -0.006 -0.114
H 2.30397 0.54193 1.58942 0.203 -0.047 0.015
H 3.14717 0.56402 4.52679 0.038 0.050 0.066
H 2.92939 -0.87299 3.52213 0.015 -0.145 0.046
H 1.54736 0.15043 3.89441 -0.053 -0.032 0.082
H -0.64815 1.77110 4.13650 -0.060 0.009 -0.100
H -2.75921 0.16120 4.68409 0.009 0.013 0.149
H -3.96293 -1.82925 3.31767 -0.053 -0.018 0.003
H -2.75665 -1.87809 0.90090 -0.062 -0.112 -0.048
Ge -0.98011 -1.77898 -1.85814 -0.366 -0.794 -0.892
C -2.79501 -2.59777 -1.97859 0.520 0.274 0.083
C -3.90851 -1.80097 -1.74579 0.191 0.228 -0.020
C -5.18875 -2.31889 -1.82721 -0.152 0.014 -0.003
C -5.37028 -3.65393 -2.14461 -0.175 0.035 0.031
C -4.27240 -4.46160 -2.38179 0.004 -0.176 -0.058
C -2.99541 -3.93498 -2.29713 0.198 -0.053 -0.035
C -0.47916 -1.45185 -3.74298 -0.197 -0.204 0.732
C -0.53017 -0.15026 -4.21919 -0.060 0.169 0.150
C -0.47015 0.10785 -5.57627 -0.024 0.042 -0.209
C -0.36763 -0.93812 -6.47589 0.029 0.078 -0.074
C -0.30105 -2.24055 -6.01098 0.030 -0.153 -0.126
C -0.35429 -2.49499 -4.65126 0.009 -0.225 0.110
H -1.13105 -0.61247 -0.93692 -0.477 -0.222 -0.221
H -3.75906 -0.75839 -1.48732 -0.115 0.054 0.059
H -6.04627 -1.68910 -1.63735 -0.050 0.071 0.033
H -6.36966 -4.06371 -2.19504 -0.060 -0.042 -0.028
H -4.41669 -5.50526 -2.62934 0.026 -0.050 0.003
H -2.13644 -4.57116 -2.46478 0.019 -0.111 0.002
H -0.59109 0.66749 -3.52063 -0.016 0.168 0.043
H -0.51734 1.12614 -5.93560 0.041 0.076 0.023
H -0.33574 -0.73700 -7.53808 0.004 -0.011 -0.063
H -0.23169 -3.05681 -6.71867 0.061 -0.063 0.030
H -0.30780 -3.51581 -4.29197 -0.052 -0.086 -0.046

=====

Record 4
13
Properties=species:S:1:pos:R:3:forces:R:3 method="wB97M-V/def2-TZVPD" smiles=CO[C@]12NO[C@H]1N2 total_energy_ev=-10279.2047 homo_energy_ev=-9.529 relative_energy_kcal_mol=129.0 gap_ev=10.537
C 1.67711 0.18162 1.08345 0.263 0.048 -0.008
O 0.29995 -0.11209 1.29479 -0.172 -0.051 -0.028
C -0.42758 -0.13605 0.15970 0.073 0.070 0.055
N -0.04200 -1.01347 -0.95547 -0.054 -0.276 0.045
O -0.71834 -0.11439 -1.88934 -0.014 0.017 -0.178
C -0.99661 0.79247 -0.83537 0.000 0.410 -0.022
N -1.82054 0.18774 0.18910 -0.086 -0.176 -0.012
H 2.10865 0.33573 2.07288 -0.035 -0.025 -0.139
H 1.78982 1.09217 0.48348 -0.026 -0.091 0.087
H 2.18372 -0.64436 0.57637 -0.059 0.109 0.067
H -0.57683 -1.88587 -0.96099 0.063 0.059 0.046
H -1.02822 1.85144 -1.05851 0.000 -0.148 0.038
H -2.44913 -0.53493 -0.16008 0.047 0.055 0.049